--- w ---
This record from OMol25 describes a 2-piece molecular cluster, C5H11NO2 overall. The level of theory is ωB97M-V/def2-TZVPD.

The geometry in XYZ format:
```
19
C5H11NO2 ωB97M-V/def2-TZVPD
O 0.4755 -0.6572 -2.1478
C 0.9184 -0.2086 -1.0675
N 0.0722 0.1498 -0.0458
C -1.3895 0.0979 -0.3098
C -2.0959 0.5795 1.0567
C -1.0025 0.4188 2.2132
C 0.3721 0.2354 1.3555
H 2.0543 0.0411 -1.0433
H -1.5657 0.8077 -1.1652
H -1.6573 -0.9884 -0.4006
H -2.8796 -0.1756 1.2364
H -2.4706 1.5166 0.9628
H -1.2769 -0.5166 2.7766
H -0.8395 1.3598 2.8458
H 0.7357 -0.8304 1.6185
H 0.9812 1.1171 1.7303
O 3.3825 -1.0140 -2.7925
H 3.4753 -1.5256 -3.5896
H 2.7102 -0.4073 -3.2337
```

**Highest occupied orbital energy**: -9.17 eV
**LUMO level**: 0.81 eV
**M**: 117.1 g/mol
**Orbital gap**: 10.0 eV

Need the natural (NBO) charges? In units of e they are:
1 O -0.641
2 C 0.519
3 N -0.466
4 C -0.214
5 C -0.409
6 C -0.404
7 C -0.225
8 H 0.154
9 H 0.227
10 H 0.204
11 H 0.209
12 H 0.204
13 H 0.217
14 H 0.218
15 H 0.198
16 H 0.210
17 O -0.934
18 H 0.462
19 H 0.472



--- x ---
This record from OMol25 describes C5H11NO2 as an isolated structure. The level of theory is ωB97M-V/def2-TZVPD.

The geometry in XYZ format:
```
19
C5H11NO2 ωB97M-V/def2-TZVPD
O -2.4077 0.2914 0.4551
C -2.1966 -0.6333 -0.3330
C -1.0238 -0.8481 -1.1013
C 0.0390 0.2709 -1.0621
C 1.3979 -0.1251 -0.4073
C 1.0432 -1.0487 1.9789
N 2.0054 -1.2043 0.9141
H -2.8227 -1.5208 -0.1405
H 0.1565 -0.3685 1.7062
H -1.2913 -1.2959 -2.1510
H -0.5413 1.0767 -0.6231
H 0.2942 0.6567 -2.0813
H 1.3203 -1.3122 -0.2080
H 2.0116 -0.1240 -1.3283
H 0.6028 -2.0796 1.9782
H 1.3745 -0.7322 2.9801
H 1.5908 0.8873 0.1178
H 0.3606 3.5189 -0.4976
O 0.8262 2.7122 -0.5303
```

**Highest occupied orbital energy**: -8.46 eV
**LUMO level**: -4.43 eV
**M**: 117.1 g/mol
**Orbital gap**: 4.0 eV

Need the natural (NBO) charges? In units of e they are:
1 O -0.445
2 C 0.250
3 C 0.013
4 C -0.477
5 C -0.537
6 C -0.488
7 N -0.453
8 H 0.146
9 H 0.200
10 H 0.222
11 H 0.338
12 H 0.278
13 H 0.376
14 H 0.245
15 H 0.183
16 H 0.221
17 H 0.346
18 H 0.430
19 O -0.850



--- y ---
This record from OMol25 describes C5H11NO2 as an isolated structure. The level of theory is ωB97M-V/def2-TZVPD.

The geometry in XYZ format:
```
19
C5H11NO2 ωB97M-V/def2-TZVPD
C -0.1281 0.4282 0.1900
C 0.2501 -1.5152 -0.1343
C -1.5229 0.1654 -0.5077
C 1.0654 1.0434 -0.5058
N 1.2234 -1.8678 0.7942
C -1.5238 1.6558 -0.2417
O -0.1132 0.4713 1.5829
O -1.5797 2.5012 -1.1543
H 0.6041 -0.1010 1.8969
H 1.0709 -2.7136 1.3230
H 2.1722 -1.5873 0.5922
H -0.6532 -2.1009 -0.0095
H 0.5830 -1.4716 -1.1684
H -1.4611 -0.0922 -1.5609
H -2.2007 -0.3880 0.1374
H -1.8767 1.9049 0.7734
H 2.0085 0.6061 -0.1684
H 1.1183 2.1023 -0.2533
H 0.9633 0.9590 -1.5856
```

**Highest occupied orbital energy**: -7.67 eV
**LUMO level**: 0.62 eV
**M**: 117.1 g/mol
**Orbital gap**: 8.3 eV

Need the natural (NBO) charges? In units of e they are:
1 C 0.257
2 C -0.163
3 C -0.487
4 C -0.659
5 N -0.871
6 C 0.352
7 O -0.732
8 O -0.606
9 H 0.481
10 H 0.395
11 H 0.386
12 H 0.192
13 H 0.169
14 H 0.234
15 H 0.233
16 H 0.154
17 H 0.199
18 H 0.233
19 H 0.232



--- z ---
This record from OMol25 describes a single C5H11NO2 molecule. The level of theory is ωB97M-V/def2-TZVPD.

The geometry in XYZ format:
```
19
C5H11NO2 ωB97M-V/def2-TZVPD
C 0.2175 -2.3679 -1.1713
C 0.3213 -0.8312 -1.2069
C -0.2707 -0.1662 0.0743
C 0.5527 -0.6181 1.2354
O 0.2479 -1.5021 2.0003
N -0.1596 1.2696 -0.1250
C -0.9257 2.2187 0.5929
O -0.1337 3.1115 1.4154
H -0.5949 -2.8187 -0.5878
H 1.0099 -2.6775 -0.4810
H 0.2587 -2.8663 -2.1261
H -0.0847 -0.3847 -2.1102
H 1.4052 -0.6757 -1.1834
H -1.3162 -0.4798 0.1143
H 1.5186 -0.1095 1.3796
H 0.3433 1.5695 -0.9486
H -1.4483 2.9075 -0.0654
H -1.5521 1.7219 1.3332
H 0.6109 2.6989 1.8602
```

**Highest occupied orbital energy**: -9.24 eV
**LUMO level**: 0.84 eV
**M**: 117.1 g/mol
**Orbital gap**: 10.1 eV

Need the natural (NBO) charges? In units of e they are:
1 C -0.630
2 C -0.388
3 C -0.156
4 C 0.422
5 O -0.514
6 N -0.663
7 C 0.095
8 O -0.757
9 H 0.219
10 H 0.212
11 H 0.222
12 H 0.217
13 H 0.201
14 H 0.212
15 H 0.112
16 H 0.387
17 H 0.173
18 H 0.168
19 H 0.468



Which is the most stable structure? z is the most stable.



--- w ---
This record from OMol25 describes a single C5H11NO2 molecule. The level of theory is ωB97M-V/def2-TZVPD.

The geometry in XYZ format:
```
19
C5H11NO2 ωB97M-V/def2-TZVPD
C -1.6895 -0.7390 -1.0623
C -0.7565 -1.3154 -0.0115
C 0.7098 -0.8689 -0.1095
C 1.0203 0.6463 -0.0046
C 0.2510 1.3413 1.1333
O 0.6267 1.2554 -1.2442
N 2.5152 0.7770 0.2385
O 2.8389 0.6508 1.4265
H -1.2513 -0.7962 -2.0629
H -2.6306 -1.2989 -1.0719
H -1.9418 0.3022 -0.8461
H -0.7724 -2.4085 -0.1110
H -1.1509 -1.0983 0.9877
H 1.1118 -1.2456 -1.0609
H 1.2484 -1.4086 0.6821
H 0.5657 2.3880 1.2276
H -0.8262 1.3694 0.9390
H 0.4056 0.8499 2.0999
H -0.2742 1.5988 -1.1495
```

**Highest occupied orbital energy (alpha / beta)**: -9.30 / -9.30 eV
**LUMO level (alpha / beta)**: -0.33 / -0.33 eV
**M**: 117.1 g/mol
**Orbital gap (alpha / beta)**: 9.0 / 9.0 eV

Need the natural (NBO) charges? In units of e they are:
1 C -0.607
2 C -0.395
3 C -0.425
4 C 0.290
5 C -0.662
6 O -0.715
7 N 0.173
8 O -0.275
9 H 0.215
10 H 0.214
11 H 0.183
12 H 0.213
13 H 0.199
14 H 0.222
15 H 0.217
16 H 0.228
17 H 0.210
18 H 0.237
19 H 0.479



--- x ---
This record from OMol25 describes a 2-piece molecular cluster, C5H11NO2 overall. The level of theory is ωB97M-V/def2-TZVPD.

The geometry in XYZ format:
```
19
C5H11NO2 ωB97M-V/def2-TZVPD
C -0.3634 0.6906 -0.5616
C -1.6971 0.1138 0.0377
C 0.8740 -0.2739 -0.4802
C 1.6178 -0.9420 0.7338
C 0.8905 -1.6116 -0.5412
H 0.3471 1.5747 1.1070
H -0.7846 2.4864 0.0952
H -0.2848 1.1384 -1.5321
H -1.4545 -0.3530 1.0904
H -2.2072 1.1169 0.7030
H -2.5893 -1.7010 0.4392
H 1.2746 1.6222 -0.9185
H 2.7110 -0.8537 0.6338
H 1.2105 -0.8214 1.9386
H -0.3036 -1.8357 -0.0935
H 1.4400 -2.2410 -1.1561
N 0.0834 1.9192 0.2135
O -2.5354 -0.7072 -0.6793
O 1.7710 0.6783 -1.0298
```

**Highest occupied orbital energy**: -8.52 eV
**LUMO level**: -1.32 eV
**M**: 117.1 g/mol
**Orbital gap**: 7.2 eV

Need the natural (NBO) charges? In units of e they are:
1 C -0.110
2 C -0.086
3 C 0.192
4 C -0.481
5 C -0.378
6 H 0.379
7 H 0.382
8 H 0.221
9 H 0.155
10 H 0.124
11 H 0.451
12 H 0.503
13 H 0.231
14 H 0.204
15 H 0.209
16 H 0.242
17 N -0.840
18 O -0.633
19 O -0.763



Which is the most stable structure? w is the most stable.



--- w ---
This record from OMol25 describes a 2-piece molecular cluster, C5H11NO2 overall. The level of theory is ωB97M-V/def2-TZVPD.

The geometry in XYZ format:
```
19
C5H11NO2 ωB97M-V/def2-TZVPD
C -1.0131 0.5285 -0.4705
C 1.6295 -1.5795 -0.2272
C -2.3756 0.2934 -0.9966
C -0.2096 -0.1977 1.5441
C 1.0975 -0.1778 -0.1422
O -0.0209 -0.0780 -1.0805
O 1.3568 2.0673 -0.1738
N 1.9759 0.7789 -0.0595
H 2.1184 2.6532 -0.1205
H -0.8078 1.4430 0.0619
H 0.8579 -2.3048 0.0290
H 1.9775 -1.7794 -1.2432
H 2.4672 -1.6853 0.4610
H -2.6735 1.1133 -1.6582
H -2.4413 -0.6503 -1.5334
H 0.5097 -0.8289 2.0623
H -1.1887 -0.6643 1.6801
H -0.1760 0.7749 2.0307
H -3.0837 0.2933 -0.1634
```

**Highest occupied orbital energy (alpha / beta)**: -7.41 / -7.41 eV
**LUMO level (alpha / beta)**: -0.07 / -0.07 eV
**M**: 117.1 g/mol
**Orbital gap (alpha / beta)**: 7.3 / 7.3 eV

Need the natural (NBO) charges? In units of e they are:
1 C 0.407
2 C -0.650
3 C -0.712
4 C -0.868
5 C 0.500
6 O -0.524
7 O -0.609
8 N -0.262
9 H 0.481
10 H 0.210
11 H 0.224
12 H 0.229
13 H 0.237
14 H 0.250
15 H 0.235
16 H 0.212
17 H 0.191
18 H 0.199
19 H 0.248



--- x ---
This record from OMol25 describes a 2-piece molecular cluster, C5H11NO2 overall. The level of theory is ωB97M-V/def2-TZVPD.

The geometry in XYZ format:
```
19
C5H11NO2 ωB97M-V/def2-TZVPD
C -0.5988 2.8395 1.0424
C 0.4473 2.0994 0.7115
C 1.0358 1.0302 1.5766
C 1.1813 -0.2931 0.8603
N 1.7461 -1.3010 1.7387
C -0.2120 -0.7853 0.5218
O -0.5609 -1.0896 -0.5892
H -0.9736 3.6137 0.3823
H -1.1099 2.6818 1.9818
H 0.9394 2.1990 -0.2530
H 2.0044 1.3608 1.9863
H 0.4786 0.8488 2.5081
H 1.6861 -0.1700 -0.0925
H 2.5180 -0.9838 2.3085
H 2.0485 -2.1139 1.2196
H -0.9150 -0.9056 1.3632
O -2.7116 -1.8601 -4.7464
H -2.2909 -2.0765 -3.9037
H -2.0427 -2.0979 -5.3940
```

**Highest occupied orbital energy**: -9.60 eV
**LUMO level**: 0.90 eV
**M**: 117.1 g/mol
**Orbital gap**: 10.5 eV

Need the natural (NBO) charges? In units of e they are:
1 C -0.378
2 C -0.183
3 C -0.449
4 C -0.153
5 N -0.832
6 C 0.450
7 O -0.525
8 H 0.205
9 H 0.193
10 H 0.201
11 H 0.220
12 H 0.216
13 H 0.185
14 H 0.368
15 H 0.370
16 H 0.114
17 O -0.936
18 H 0.472
19 H 0.464



Which is the most stable structure? x is the most stable.



--- w ---
This record from OMol25 describes a 2-piece molecular cluster, C5H11NO2 overall. The level of theory is ωB97M-V/def2-TZVPD.

The geometry in XYZ format:
```
19
C5H11NO2 ωB97M-V/def2-TZVPD
N 2.8514 0.8587 0.4318
C 1.8010 0.3614 1.1634
C 0.7339 -0.3094 0.7142
C -0.2640 -0.8898 1.6773
C -1.6871 -0.9300 1.0827
C -2.1600 0.4130 0.5738
O -3.3092 0.5940 0.2414
H 3.5889 1.3885 0.8493
H 2.9441 0.5652 -0.5230
H 1.8722 0.4783 2.2327
H 0.5942 -0.4752 -0.3542
H 0.0194 -1.9139 1.9468
H -0.3367 -0.3452 2.6141
H -1.8177 -1.6597 0.2790
H -2.4502 -1.1896 1.8138
H -1.4967 1.2864 0.5433
O 1.0805 -0.0109 -4.4017
H 1.1170 0.4232 -5.2665
H 1.6698 -0.7760 -4.5290
```

**Highest occupied orbital energy**: -7.87 eV
**LUMO level**: 0.71 eV
**M**: 117.1 g/mol
**Orbital gap**: 8.6 eV

Need the natural (NBO) charges? In units of e they are:
1 N -0.822
2 C 0.026
3 C -0.337
4 C -0.418
5 C -0.512
6 C 0.433
7 O -0.533
8 H 0.391
9 H 0.387
10 H 0.182
11 H 0.198
12 H 0.208
13 H 0.205
14 H 0.232
15 H 0.236
16 H 0.122
17 O -0.934
18 H 0.468
19 H 0.466



--- x ---
This record from OMol25 describes a 3-piece molecular cluster, C5H11NO2 overall. The level of theory is ωB97M-V/def2-TZVPD.

The geometry in XYZ format:
```
19
C5H11NO2 ωB97M-V/def2-TZVPD
C -1.5818 1.0664 0.8235
C -0.6329 0.6784 -0.2860
C 0.0740 -0.5664 -0.3067
C 0.8657 -0.5422 -1.4181
N 0.5932 0.5954 -2.1252
C -0.3431 1.3303 -1.4450
H -1.7131 2.1347 0.8678
H -2.5485 0.6301 0.5766
H -1.2865 0.6751 1.7843
H 0.1296 -1.3258 0.4501
H 1.4839 -1.3228 -1.8373
H 0.9324 0.6840 -3.0639
H -0.7823 2.2050 -1.8939
O -0.5559 -4.2768 1.6456
H -1.1014 -3.9025 0.9454
H 0.0025 -4.9166 1.1814
O 1.4449 2.3422 2.0022
H 2.3357 2.4497 1.6455
H 0.9247 1.8666 1.3300
```

**Highest occupied orbital energy**: -8.48 eV
**LUMO level**: 0.72 eV
**M**: 117.1 g/mol
**Orbital gap**: 9.2 eV

Need the natural (NBO) charges? In units of e they are:
1 C -0.637
2 C -0.101
3 C -0.321
4 C -0.063
5 N -0.508
6 C -0.090
7 H 0.220
8 H 0.217
9 H 0.224
10 H 0.227
11 H 0.207
12 H 0.411
13 H 0.213
14 O -0.935
15 H 0.468
16 H 0.467
17 O -0.950
18 H 0.469
19 H 0.480



--- y ---
This record from OMol25 describes a single C5H11NO2 molecule. The level of theory is ωB97M-V/def2-TZVPD.

The geometry in XYZ format:
```
19
C5H11NO2 ωB97M-V/def2-TZVPD
C -0.6356 -2.2148 -1.6500
C -0.6810 -0.8349 -1.0723
O -1.3210 0.0102 -1.7126
N 0.0933 -0.5538 0.0589
C -0.4607 -1.0860 1.2583
C 0.6525 0.7393 0.0188
C 1.3798 1.3477 1.2145
O 0.8445 2.6145 1.5262
H -0.2823 -2.2103 -2.7417
H -1.6645 -2.6212 -1.8080
H 0.0472 -2.9696 -1.3051
H -0.6436 -2.1448 1.0485
H 0.2797 -1.0980 2.1226
H -1.3905 -0.7038 1.5770
H 1.3099 0.6774 -0.8436
H -0.2104 1.5350 -0.1440
H 1.7973 0.5789 1.8061
H 2.3205 1.7488 0.6391
H 0.0651 2.3796 2.1136
```

**Highest occupied orbital energy**: -9.10 eV
**LUMO level**: 0.68 eV
**M**: 117.1 g/mol
**Orbital gap**: 9.8 eV

Need the natural (NBO) charges? In units of e they are:
1 C -0.743
2 C 0.696
3 O -0.564
4 N -0.497
5 C -0.412
6 C -0.243
7 C -0.112
8 O -0.680
9 H 0.254
10 H 0.244
11 H 0.226
12 H 0.212
13 H 0.202
14 H 0.181
15 H 0.205
16 H 0.204
17 H 0.187
18 H 0.182
19 H 0.458



Which is the most stable structure? x is the most stable.



--- w ---
This record from OMol25 describes a single C5H11NO2 molecule. The level of theory is ωB97M-V/def2-TZVPD.

The geometry in XYZ format:
```
19
C5H11NO2 ωB97M-V/def2-TZVPD
C -1.7458 1.4871 -1.2562
C -2.3547 0.4481 -0.3440
O -3.5279 0.1202 -0.3769
N -1.5464 -0.1982 0.5681
C -0.1548 0.2238 0.7993
C 0.8620 -0.7803 0.0637
C 2.2297 -0.9981 0.6720
O 3.1737 -0.8692 -0.3741
H -2.0428 1.2082 -2.2797
H -2.2287 2.4608 -1.2305
H -0.6693 1.4410 -1.1974
H -1.9167 -0.9232 1.1510
H 0.0099 1.2691 0.6358
H 0.0770 -0.0325 1.8404
H 0.9522 -0.4264 -0.9646
H 0.1489 -1.5833 -0.0981
H 2.3389 -2.0574 0.9854
H 2.3978 -0.2754 1.4877
H 3.9970 -0.5143 -0.0819
```

**Highest occupied orbital energy**: -9.38 eV
**LUMO level**: 0.76 eV
**M**: 117.1 g/mol
**Orbital gap**: 10.1 eV

Need the natural (NBO) charges? In units of e they are:
1 C -0.732
2 C 0.676
3 O -0.622
4 N -0.630
5 C -0.218
6 C -0.450
7 C -0.078
8 O -0.728
9 H 0.251
10 H 0.252
11 H 0.216
12 H 0.410
13 H 0.205
14 H 0.191
15 H 0.220
16 H 0.219
17 H 0.177
18 H 0.168
19 H 0.472



--- x ---
This record from OMol25 describes a single C5H11NO2 molecule. The level of theory is ωB97M-V/def2-TZVPD.

The geometry in XYZ format:
```
19
C5H11NO2 ωB97M-V/def2-TZVPD
C 0.1850 -0.6200 1.0571
C -0.1712 0.6665 -1.1794
C 0.1067 -1.8180 1.8968
C 0.3779 1.9477 -0.5553
C -0.5721 -0.4736 -0.1937
N 0.7631 0.1881 -2.1965
O -1.7348 0.0092 0.8758
O -0.8915 -1.5861 -0.7356
H -1.9937 0.8951 0.5808
H 0.9652 0.0950 1.3251
H -1.1103 0.9049 -1.6914
H 0.4244 -0.7062 -2.5425
H 1.6778 0.0163 -1.7879
H 1.0437 -2.3807 1.7825
H 0.0666 -1.5285 2.9527
H -0.7335 -2.4491 1.6188
H 1.3676 1.7837 -0.1169
H 0.4963 2.7134 -1.3230
H -0.2672 2.3422 0.2327
```

**Highest occupied orbital energy (alpha / beta)**: -8.51 / -8.51 eV
**LUMO level (alpha / beta)**: -1.09 / -1.09 eV
**M**: 117.1 g/mol
**Orbital gap (alpha / beta)**: 7.4 / 7.4 eV

Need the natural (NBO) charges? In units of e they are:
1 C 0.307
2 C -0.106
3 C -0.719
4 C -0.623
5 C 0.420
6 N -0.819
7 O -0.732
8 O -0.752
9 H 0.476
10 H 0.193
11 H 0.202
12 H 0.389
13 H 0.340
14 H 0.272
15 H 0.248
16 H 0.277
17 H 0.191
18 H 0.234
19 H 0.203



Which is the most stable structure? w is the most stable.